Below is 3 unconnected molecules or ions with the total composition C27H66BrFN7O3P2 at a distorted geometry, with properties calculated with ωB97M-V with the def2-TZVPD basis set.

Output
Highest occupied orbital energy: -9.2 eV
Total charge: +1

Each line ends with the Mulliken charge.
Atoms and positions in Å:
C1 -4.8588 -8.5170 4.7735  -0.803
C2 -3.4431 -8.8854 3.9635  -0.438
C3 -2.9701 -7.6632 2.9554  -0.539
C4 -3.5716 -7.9034 1.4147  -0.513
C5 -2.6400 -6.9934 0.4180  -0.003
C6 -3.0117 -7.1159 -1.1785  -0.852
C7 -2.7991 -5.6688 -1.9898  0.041
C8 -4.1431 -4.7818 -1.6838  -0.854
C9 -3.9633 -3.1616 -1.8400  0.183
O1 -5.2910 -2.6169 -2.2280  -0.426
C10 -5.1375 -1.1516 -2.5068  -0.438
C11 -4.8664 -0.4646 -1.0163  -0.446
N1 -3.4676 -0.8748 -0.6134  0.019
C12 -3.2669 -2.4043 -0.5662  -0.545
Br1 -4.0592 -2.9544 1.2311  0.103
C13 -1.6481 -2.6346 -0.4175  0.235
F1 -1.1155 -1.7556 0.6901  -0.398
C14 -0.7688 -2.2597 -1.7493  -0.408
C15 0.8242 -2.6834 -1.4945  -0.915
H1 -5.6891 -9.1707 4.2645  0.215
H2 -4.7079 -8.8243 5.9163  0.276
H3 -5.0768 -7.3636 4.7082  0.223
H4 -2.6283 -9.0454 4.8182  0.293
H5 -3.6209 -9.9052 3.3959  0.263
H6 -3.3192 -6.6459 3.4256  0.176
H7 -1.7858 -7.6525 2.9673  0.284
H8 -4.6996 -7.5423 1.4698  0.195
H9 -3.5516 -9.0639 1.1744  0.348
H10 -1.4939 -7.1853 0.6481  0.325
H11 -2.8397 -5.8579 0.7150  -0.211
H12 -4.1657 -7.3765 -1.2450  0.283
H13 -2.4484 -8.0048 -1.7162  0.389
H14 -1.7952 -5.2048 -1.6080  -0.119
H15 -2.6483 -5.9039 -3.1470  0.348
H16 -4.9463 -5.1071 -2.5053  0.307
H17 -4.5746 -5.1441 -0.6584  0.298
H18 -3.2674 -2.9904 -2.7945  0.213
H19 -4.2005 -0.9329 -3.2133  0.274
H20 -6.0897 -0.6762 -2.9992  0.366
H21 -4.9214 0.7115 -1.0426  0.388
H22 -5.7087 -0.8259 -0.2735  0.266
H23 -2.7708 -0.3906 -1.2204  0.439
H24 -3.3199 -0.4951 0.3697  0.509
H25 -1.4720 -3.7443 -0.0228  0.329
H26 -1.0958 -2.8016 -2.7336  0.316
H27 -0.7481 -1.0769 -1.9096  0.209
H28 1.2833 -2.7850 -2.5911  0.367
H29 0.9068 -3.7469 -1.0133  0.311
H30 1.4460 -1.8484 -0.9602  0.089
O2 6.2116 -0.2244 2.5838  -0.763
P1 4.9239 0.5211 2.1561  0.726
N2 4.8855 -0.3440 0.6822  0.178
C16 4.5930 0.1058 -0.6651  -0.837
C17 4.4915 -1.7491 0.8177  -1.060
N3 5.7834 2.0106 1.9922  0.190
C18 6.4928 2.3675 0.7673  -1.069
C19 6.6934 2.3012 3.1129  -1.090
N4 3.4434 1.3783 1.6643  0.229
C20 2.1999 0.6302 1.7878  -1.304
C21 3.2767 2.6418 0.9749  -0.739
H31 3.5232 0.2387 -0.8399  0.139
H32 4.9501 -0.6208 -1.4057  0.447
H33 5.1020 1.0259 -0.9324  0.167
H34 3.4085 -1.8447 0.9323  0.272
H35 4.9606 -2.2113 1.6922  0.299
H36 4.8034 -2.3489 -0.0448  0.374
H37 7.1630 1.5729 0.4342  0.285
H38 7.0865 3.2810 0.8964  0.410
H39 5.7993 2.6249 -0.0316  0.274
H40 7.6455 1.7603 3.0216  0.345
H41 6.2344 2.0252 4.0714  0.347
H42 6.9182 3.3746 3.1662  0.327
H43 1.9139 0.1729 0.8387  0.387
H44 1.3739 1.2656 2.1299  0.414
H45 2.3032 -0.1670 2.5315  0.345
H46 3.5122 2.5633 -0.0898  0.197
H47 3.8763 3.4427 1.4162  0.265
H48 2.2435 3.0047 1.0387  0.234
O3 2.0227 5.6201 0.1776  -0.770
P2 0.7349 6.3657 -0.2501  0.877
N5 0.6966 5.5006 -1.7239  0.221
C22 0.4041 5.9504 -3.0713  -0.861
C23 0.3026 4.0954 -1.5885  -0.829
N6 1.5945 7.8552 -0.4140  0.153
C24 2.3039 8.2121 -1.6388  -1.062
C25 2.5045 8.1458 0.7067  -1.099
N7 -0.7456 7.2229 -0.7418  -0.044
C26 -1.9890 6.4748 -0.6184  -1.079
C27 -0.9122 8.4863 -1.4313  -0.851
H49 -0.6657 6.0833 -3.2461  0.260
H50 0.7612 5.2238 -3.8119  0.372
H51 0.9131 6.8705 -3.3386  0.182
H52 -0.7804 3.9998 -1.4738  0.294
H53 0.7717 3.6333 -0.7140  0.021
H54 0.6145 3.4956 -2.4510  0.369
H55 2.9741 7.4175 -1.9720  0.275
H56 2.8976 9.1256 -1.5098  0.399
H57 1.6104 8.4695 -2.4378  0.272
H58 3.4566 7.6048 0.6154  0.339
H59 2.0455 7.8698 1.6652  0.351
H60 2.7293 9.2192 0.7600  0.339
H61 -2.2750 6.0174 -1.5675  0.296
H62 -2.8150 7.1102 -0.2762  0.406
H63 -1.8857 5.6776 0.1253  0.309
H64 -0.6767 8.4079 -2.4960  0.279
H65 -0.3126 9.2873 -0.9900  0.272
H66 -1.9454 8.8493 -1.3674  0.346

Below is 6 unconnected molecules or ions with the total composition C21H33ClN4O18P at a distorted geometry, with properties calculated with ωB97M-V with the def2-TZVPD basis set.

Output
Highest occupied orbital energy: -12.0 eV
Total charge: +1

Each line ends with the Mulliken charge.
Atoms and positions in Å:
C1 0.7689 -2.4271 6.0804  -0.916
C2 1.6378 -1.3378 6.7532  -0.547
C3 2.9117 -0.9751 5.9214  -0.355
Cl1 3.5735 0.6437 6.3896  -0.157
N1 2.6724 -1.0497 4.4570  0.079
C4 1.7650 -0.1629 3.9742  0.240
N2 1.0286 0.7359 4.6230  -0.389
C5 0.2278 1.4015 3.8107  -0.112
N3 0.4868 0.9087 2.6022  -0.157
N4 1.4174 -0.0125 2.6679  0.359
C6 1.8068 -0.5978 1.3667  -0.561
P1 3.5678 -2.2319 3.6100  0.991
O1 4.3449 -3.1105 4.4639  -0.783
O2 2.6057 -3.1909 2.7121  -0.429
O3 4.6319 -1.4466 2.6620  -0.520
H1 0.1378 -1.9279 5.3155  0.197
H2 1.3455 -3.2173 5.5781  0.143
H3 0.0608 -2.8059 6.8294  0.423
H4 2.0245 -1.7755 7.6899  0.425
H5 1.0999 -0.4182 7.0108  0.315
H6 3.6831 -1.6795 6.2424  0.523
H7 -0.4791 2.1768 4.0825  0.470
H8 -0.0259 1.2617 1.7900  0.290
H9 1.3470 -1.5911 1.2751  0.251
H10 1.3317 0.0025 0.5743  0.326
H11 2.8758 -0.5947 1.1426  0.209
H12 1.7701 -3.2904 3.2028  0.343
H13 4.5417 -0.4918 2.8285  0.406
C7 -3.2317 -0.1247 -0.8815  -0.306
C8 -2.8615 -0.0804 0.5733  -0.106
O4 -1.5771 0.5681 0.5474  -0.232
C9 -1.5171 1.2997 -0.6033  0.533
O5 -0.6497 2.0825 -0.8369  -0.557
O6 -2.5505 1.0203 -1.4195  -0.298
H14 -4.3039 -0.0481 -1.0416  0.386
H15 -2.8625 -1.0212 -1.3821  0.217
H16 -3.5495 0.5272 1.1644  0.234
H17 -2.7938 -1.0682 1.0191  0.089
C10 7.1729 -0.3353 -1.0964  -0.320
C11 6.9710 -1.7369 -1.6105  -0.298
O7 5.6457 -2.0414 -1.1651  -0.293
C12 4.9951 -0.8719 -0.9892  0.669
O8 3.8214 -0.7801 -0.7837  -0.617
O9 5.8381 0.1816 -1.0755  -0.307
H18 7.8116 0.2628 -1.7423  0.293
H19 7.5755 -0.3139 -0.0818  0.243
H20 6.9984 -1.7931 -2.7002  0.287
H21 7.6906 -2.4428 -1.2025  0.300
C13 -4.7842 2.3628 -5.5507  -0.119
C14 -4.5491 2.4286 -4.0658  -0.241
O10 -5.2056 1.2527 -3.5836  -0.335
C15 -5.2612 0.3678 -4.6192  0.639
O11 -5.5934 -0.7686 -4.5068  -0.553
O12 -4.8876 0.9497 -5.7822  -0.337
H22 -3.9764 2.7871 -6.1187  0.208
H23 -5.7166 2.8399 -5.8494  0.198
H24 -3.4890 2.3715 -3.8064  0.216
H25 -4.9757 3.3222 -3.6150  0.380
C16 -1.7973 -5.0899 2.0155  -0.247
C17 -1.6768 -5.2817 0.5247  -0.298
O13 -2.8102 -4.5689 0.0279  -0.308
C18 -3.1571 -3.6460 0.9534  0.683
O14 -3.9576 -2.7825 0.7729  -0.567
O15 -2.4739 -3.8322 2.1142  -0.309
H26 -0.8308 -5.0521 2.5143  0.211
H27 -2.4104 -5.8579 2.4900  0.286
H28 -0.7691 -4.8325 0.1149  0.233
H29 -1.7161 -6.3278 0.2303  0.307
C19 -1.8043 6.9245 -7.1479  -0.322
C20 -1.5538 6.5095 -5.7205  -0.297
O16 -2.7693 5.8426 -5.3728  -0.302
C21 -3.3424 5.4112 -6.5246  0.618
O17 -4.2783 4.6753 -6.5732  -0.538
O18 -2.7129 5.9222 -7.6081  -0.305
H30 -0.8980 6.9326 -7.7492  0.292
H31 -2.2882 7.9003 -7.2229  0.279
H32 -0.7251 5.8043 -5.6279  0.264
H33 -1.3726 7.3558 -5.0615  0.284

Below is a molecular structure, C19H12AsBrF8N3O5STi at a distorted geometry, with properties calculated with ωB97M-V with the def2-TZVPD basis set.

Output
<S²>: 0.754
Highest occupied orbital energy (spin up / spin down): -0.7 / -0.9 eV
ΔE to the lowest compared entry with this formula, charge and spin: 12.0 kcal/mol
2S+1: 2
Total charge: -2

Each line ends with the Mulliken spin population.
Atoms and positions in Å:
Ti1 0.3000 -0.2077 -0.1118  0.974
F1 -0.2758 -3.6065 -4.5214  0.000
C1 -0.7853 -3.1246 -3.3570  0.000
C2 -0.0601 -2.2296 -2.6033  -0.019
C3 -0.5960 -1.7212 -1.4198  0.043
C4 -1.8737 -2.1689 -1.0107  -0.091
C5 -2.5604 -3.0795 -1.8181  0.011
F2 -3.8083 -3.5377 -1.4855  0.000
C6 -2.0454 -3.5696 -2.9955  0.006
C7 -2.4053 -1.6202 0.2449  0.013
C8 -3.5828 -2.0264 0.8889  -0.005
C9 -3.9543 -1.4105 2.0660  0.018
C10 -3.1621 -0.4016 2.6033  -0.011
C11 -2.0037 -0.0655 1.9350  0.031
N1 -1.6341 -0.6616 0.8013  0.002
H1 0.9375 -1.9539 -2.9250  0.001
H2 -2.5961 -4.2751 -3.5992  0.001
H3 -4.1850 -2.8145 0.4727  0.000
H4 -4.8619 -1.7239 2.5690  0.002
H5 -3.4204 0.1007 3.5249  0.000
H6 -1.3237 0.6913 2.3052  0.002
C12 2.1367 1.0123 4.6257  0.000
O1 1.4173 0.1505 3.7774  0.001
C13 1.6870 0.2936 2.4192  0.004
O2 0.9825 -0.5583 1.7494  -0.034
H7 1.7938 0.8002 5.6401  0.000
H8 1.9555 2.0623 4.3793  0.000
H9 3.2137 0.8394 4.5542  0.000
F3 1.9995 -2.3701 -0.3769  0.010
As1 3.3937 -3.3961 -0.5303  0.000
F4 2.6289 -4.6125 0.4682  0.000
F5 4.1180 -2.7007 0.8866  0.000
F6 4.7908 -4.4489 -0.7164  0.000
F7 4.1555 -2.2082 -1.5464  0.000
F8 2.6814 -4.1480 -1.9437  0.000
O3 2.1330 0.5360 -0.4869  0.012
S1 2.9205 1.5638 0.4832  0.005
N2 2.5284 1.1842 2.0724  0.000
Br1 1.1648 7.2151 0.0479  0.000
C14 0.4339 5.7769 -0.9459  -0.002
C15 -0.0383 6.0080 -2.2320  0.002
N3 -0.5602 5.0594 -2.9948  -0.001
C16 -0.6255 3.8276 -2.4863  0.002
C17 -0.1942 3.5183 -1.2076  0.002
C18 0.3660 4.5078 -0.4116  0.002
C19 -0.2800 2.1107 -0.6649  0.020
O4 -0.0908 1.9031 0.5471  -0.008
O5 -0.5352 1.1769 -1.4733  0.000
H10 0.0114 7.0066 -2.6532  0.000
H11 -1.0352 3.0467 -3.1133  0.001
H12 0.7441 4.2500 0.5691  0.004

Below is a gas-phase ion, C3H3N2S2 (charge -1) at a distorted geometry, with properties calculated with ωB97M-V with the def2-TZVPD basis set.

Output
SMILES string: S=c1[nH][nH]cc1[S-]
Highest occupied orbital energy: -2.8 eV
ΔE to the lowest compared entry with this formula, charge and spin: 15.6 kcal/mol
Total charge: -1

Each line ends with the natural charge from an NBO analysis.
Atoms and positions in Å:
S1 -2.4789 -0.3625 1.0762  -0.322
C1 -0.9921 -0.0749 0.3547  0.078
N1 -0.4555 -1.0974 -0.3888  -0.440
N2 0.8983 -0.8152 -0.6414  -0.442
C2 1.0852 0.5102 -0.0778  -0.115
C3 -0.0221 1.0807 0.4489  -0.257
S2 -0.2116 2.5528 1.3030  -0.478
H1 -0.8316 -1.9671 -0.1150  0.403
H2 1.1068 -1.0223 -1.6237  0.363
H3 1.9014 1.1957 -0.3362  0.209

Below is a gas-phase ion, C7H12N3 (charge +1) at a distorted geometry, with properties calculated with ωB97M-V with the def2-TZVPD basis set.

Output
SMILES string: NCC1(c2c[nH+]c[nH]2)CC1
Highest occupied orbital energy: -13.3 eV
ΔE to the lowest compared entry with this formula, charge and spin: 56.3 kcal/mol
Total charge: +1

Each line ends with the natural charge from an NBO analysis.
Atoms and positions in Å:
N1 -0.7026 -2.1182 -0.1181  -0.852
C1 -1.1908 -0.9288 0.6728  -0.207
C2 -0.5660 0.4011 0.1470  -0.111
C3 0.9292 0.2885 0.2014  0.156
C4 1.8613 1.2216 0.3637  -0.072
N2 3.0564 0.6139 0.1493  -0.467
C5 2.8536 -0.6560 -0.2347  0.241
N3 1.5234 -0.8662 -0.2595  -0.500
C6 -1.0107 1.1945 -1.0167  -0.390
C7 -1.2517 1.6675 0.4528  -0.372
H1 -0.6212 -2.9903 0.3493  0.395
H2 -1.3377 -2.3383 -0.9301  0.394
H3 -2.2433 -0.9968 0.5526  0.226
H4 -0.6098 -1.0302 1.5770  0.220
H5 1.7021 2.2276 0.5936  0.246
H6 4.0537 1.0225 0.0376  0.467
H7 3.5524 -1.4001 -0.5498  0.246
H8 0.8008 -1.7163 -0.3933  0.476
H9 -1.8462 0.8333 -1.6561  0.228
H10 -0.3010 1.6542 -1.5890  0.219
H11 -0.5509 2.4496 0.6377  0.226
H12 -2.1411 1.4717 0.8029  0.229

Below is a molecular structure, C6H7FO at a distorted geometry, with properties calculated with ωB97M-V with the def2-TZVPD basis set.

Output
Highest occupied orbital energy: -8.6 eV
ΔE to the lowest compared entry with this formula, charge and spin: 104.4 kcal/mol
Total charge: 0

Each line ends with the natural charge from an NBO analysis.
Atoms and positions in Å:
C1 -0.7415 -0.4340 -0.0878  0.182
C2 -0.2954 0.4674 0.9838  -0.340
C3 0.8553 0.8128 -0.0182  -0.340
C4 -0.2562 0.7239 -0.9804  -0.349
C5 1.4225 -0.4666 -0.1074  0.433
C6 0.3817 -1.3846 -0.1540  -0.347
H1 -2.5011 -0.9827 0.9259  0.462
H2 -0.9401 1.4503 1.1482  0.196
H3 -0.0218 0.1785 1.9306  0.207
H4 1.5497 1.7035 -0.1895  0.244
H5 -0.7413 1.6838 -0.9674  0.208
H6 0.0289 0.4938 -1.9990  0.203
H7 0.4949 -2.4982 -0.2721  0.257
O1 -2.0511 -1.0162 -0.2149  -0.675
F1 2.8155 -0.7315 0.0025  -0.339